# 1
Molecular formula: C8H7N2O3S
Method: DFT, ωB97M-V with the def2-TZVPD basis set

Its spin multiplicity is 1. Its strongest force on any atom is 5.738 eV/Å. The HOMO-LUMO gap comes out at 0.262 Eh. The total energy comes out at -28353.4650 eV. Its SMILES is CS(=O)(=O)n1cc(O)c2c1=[N+]=C=CC=2. As for the charge: +1. The calculation puts the LUMO energy at -5.9 eV. The HOMO energy comes out at -13.0 eV.

Atoms and positions in Å:
C  -2.953  -0.502  1.004
S  -2.419  0.618  -0.383
O  -2.307  1.885  0.137
O  -3.001  0.339  -1.644
N  -0.751  0.045  -0.627
C  -0.287  -1.257  -0.654
C  1.055  -1.396  -0.490
O  1.744  -2.521  -0.588
C  1.729  -0.199  -0.129
C  0.239  0.892  -0.483
N  0.638  2.080  -0.391
C  1.686  2.541  0.086
C  2.835  1.990  0.476
C  2.798  0.552  0.248
H  -2.043  -0.827  1.445
H  -3.612  -0.153  1.791
H  -3.364  -1.241  0.325
H  -1.000  -2.022  -0.887
H  1.377  -3.406  -0.468
H  3.944  2.398  0.657
H  3.691  0.186  0.576

***

# 2
Molecular formula: C8H7N2O5ReS
Method: DFT, ωB97M-V with the def2-TZVPD basis set

Its spin multiplicity is 4. Its strongest force on any atom is 7.221 eV/Å. The HOMO-LUMO gap (alpha / beta) comes out at 0.219 / 0.127 Eh. The total energy comes out at -34556.8454 eV. As for the charge: +3. The calculation puts the LUMO energy (alpha / beta) at -12.9 / -17.2 eV. As for the expectation value of S²: 3.788. The HOMO energy (alpha / beta) comes out at -18.9 / -20.7 eV.

Atoms and positions in Å:
O  -1.065  5.530  1.184
C  -1.171  4.438  0.865
Re  -0.500  -0.373  -0.329
C  0.403  -1.572  0.969
O  0.932  -2.343  1.674
C  -0.273  -2.078  -1.742
O  -0.240  -2.924  -2.523
C  0.988  0.725  -0.837
O  1.890  1.419  -1.130
C  -1.829  0.563  -1.458
O  -2.608  1.131  -2.120
H  -1.120  2.017  1.002
S  -1.206  0.777  1.623
C  0.182  1.254  2.633
N  1.089  0.437  3.156
C  2.078  1.179  3.916
C  1.724  2.624  3.610
N  0.440  2.522  2.943
H  1.026  -0.581  3.140
H  3.079  0.903  3.576
H  1.980  0.947  4.983
H  2.460  3.061  2.927
H  1.640  3.247  4.499
H  -0.089  3.326  2.605

***

# 3
Molecular formula: C8H7N3O
Method: DFT, ωB97M-V with the def2-TZVPD basis set

Its spin multiplicity is 1. Its strongest force on any atom is 7.214 eV/Å. The HOMO-LUMO gap comes out at 0.344 Eh. The total energy comes out at -14923.1882 eV. Its SMILES is CN(N=O)c1ccc(C#N)cc1. The calculation puts the LUMO energy at -0.1 eV. The HOMO energy comes out at -9.4 eV.

Atoms and positions in Å:
C  1.774  -1.811  0.881
N  0.446  -1.760  0.226
N  0.125  -2.987  -0.210
O  0.970  -3.788  0.009
C  -0.217  -0.550  -0.011
C  -0.891  0.130  0.966
C  -1.295  1.449  0.787
C  -1.129  2.031  -0.415
C  -1.344  3.515  -0.558
N  -1.580  4.636  -0.983
C  -0.561  1.369  -1.466
C  -0.099  -0.001  -1.296
H  2.161  -0.782  1.059
H  1.903  -2.405  1.828
H  2.532  -2.129  0.041
H  -1.013  -0.384  2.000
H  -1.812  2.022  1.589
H  -0.545  1.834  -2.379
H  0.573  -0.388  -2.068

***

# 4
Molecular formula: C8H7N3O2S
Method: DFT, ωB97M-V with the def2-TZVPD basis set

Its spin multiplicity is 1. Its strongest force on any atom is 5.464 eV/Å. The HOMO-LUMO gap comes out at 0.239 Eh. The total energy comes out at -27806.9104 eV. Its SMILES is Nc1ccc([C@@H]2N=NC(=S)O2)c(O)c1. The calculation puts the LUMO energy at -1.7 eV. The HOMO energy comes out at -8.2 eV.

Atoms and positions in Å:
N  -2.611  1.049  -2.521
C  -1.578  0.736  -1.591
C  -1.977  0.893  -0.257
C  -1.268  0.330  0.778
C  0.058  -0.226  0.497
C  0.957  -0.610  1.592
N  1.312  0.609  2.397
N  2.590  0.558  2.646
C  3.065  -0.537  1.980
S  4.700  -0.677  1.959
O  2.149  -1.300  1.356
C  0.406  -0.345  -0.877
O  1.366  -1.185  -1.159
C  -0.430  0.040  -1.983
H  -3.512  1.325  -2.129
H  -2.559  0.462  -3.382
H  -2.939  1.334  0.088
H  -1.763  0.397  1.748
H  0.385  -1.350  2.250
H  1.813  -1.489  -0.347
H  -0.167  -0.014  -3.044

***

# 5
Molecular formula: C8H7N4O2S
Method: DFT, ωB97M-V with the def2-TZVPD basis set

Its spin multiplicity is 1. Its strongest force on any atom is 1.743 eV/Å. The HOMO-LUMO gap (alpha / beta) comes out at 0.238 / 0.234 Eh. The total energy comes out at -29296.9064 eV. As for the charge: -1. The calculation puts the LUMO energy (alpha / beta) at 2.6 / 2.5 eV. The HOMO energy (alpha / beta) comes out at -3.9 / -3.8 eV.

Atoms and positions in Å:
C  -2.785  1.131  -1.778
C  -1.436  1.464  -1.725
C  -3.296  0.258  -0.825
C  -0.616  0.956  -0.747
C  -2.491  -0.280  0.147
C  4.159  0.418  -0.011
C  -1.117  0.064  0.231
C  2.245  -0.154  0.606
N  2.897  0.687  -0.232
N  3.023  -0.913  1.323
N  4.272  -0.549  0.927
N  -0.356  -0.366  1.219
O  -1.137  -2.828  0.833
O  -1.621  -1.685  2.956
S  -0.590  -1.996  1.930
H  -3.423  1.537  -2.552
H  -1.022  2.130  -2.472
H  -4.345  -0.007  -0.851
H  0.436  1.188  -0.707
H  -2.889  -0.950  0.893
H  4.998  0.881  -0.487
H  5.093  -0.983  1.321

***

# 6
Molecular formula: C8H7NO2
Method: DFT, ωB97M-V with the def2-TZVPD basis set

Its spin multiplicity is 1. Its strongest force on any atom is 3.407 eV/Å. The HOMO-LUMO gap comes out at 0.376 Eh. The total energy comes out at -13992.4866 eV. Its SMILES is N#CC(O)(O)c1ccccc1. The calculation puts the LUMO energy at 0.5 eV. The HOMO energy comes out at -9.8 eV.

Atoms and positions in Å:
N  -0.953  1.779  -2.563
C  -0.288  0.823  -2.421
C  0.425  -0.290  -1.721
O  -0.085  -1.514  -2.184
O  1.842  -0.435  -1.998
C  0.107  0.013  -0.170
C  -0.906  -0.769  0.326
C  -1.327  -0.701  1.650
C  -0.628  0.155  2.496
C  0.489  0.900  2.071
C  0.749  0.820  0.728
H  0.651  -2.177  -2.048
H  2.092  0.468  -2.110
H  -1.378  -1.361  -0.484
H  -2.170  -1.301  2.124
H  -0.888  0.252  3.491
H  0.736  1.853  2.481
H  1.533  1.484  0.332

***

# 7
Molecular formula: C8H7NO2S
Method: DFT, ωB97M-V with the def2-TZVPD basis set

Its spin multiplicity is 1. Its strongest force on any atom is 3.803 eV/Å. The HOMO-LUMO gap comes out at 0.307 Eh. The total energy comes out at -24825.8062 eV. Its SMILES is O=Cc1ccccc1.ON=C=S. The calculation puts the LUMO energy at -0.5 eV. The HOMO energy comes out at -8.8 eV.

Atoms and positions in Å:
O  0.553  0.591  2.557
C  1.248  0.228  1.631
C  0.818  0.533  0.213
C  1.336  -0.226  -0.853
C  0.928  0.150  -2.147
C  0.020  1.186  -2.350
C  -0.540  1.818  -1.202
C  -0.099  1.515  -0.002
H  2.212  -0.375  1.778
H  2.193  -0.766  -0.716
H  1.221  -0.436  -3.014
H  -0.371  1.342  -3.439
H  -1.231  2.582  -1.188
H  -0.338  2.011  0.893
O  -2.084  -0.619  1.280
N  -2.188  -1.950  1.423
C  -1.554  -2.923  1.657
S  -1.008  -4.391  1.944
H  -1.115  -0.270  1.536

***

# 8
Molecular formula: C8H7NOS2
Method: DFT, ωB97M-V with the def2-TZVPD basis set

Its spin multiplicity is 1. Its strongest force on any atom is 4.825 eV/Å. The HOMO-LUMO gap comes out at 0.312 Eh. The total energy comes out at -33613.4582 eV. The calculation puts the LUMO energy at 0.1 eV. The HOMO energy comes out at -8.4 eV.

Atoms and positions in Å:
C  -1.715  -1.327  0.774
C  -0.693  -2.187  0.662
C  -1.582  -0.087  0.204
C  0.400  -1.953  -0.085
C  -0.428  0.236  -0.488
C  0.487  -0.727  -0.662
C  0.354  2.382  0.209
C  -0.016  1.701  -0.984
N  1.015  1.863  1.092
O  3.000  -1.471  -0.882
S  2.077  0.578  0.910
S  2.326  -0.227  -1.157
H  -2.724  -1.428  1.146
H  -0.902  -3.134  1.211
H  -2.209  0.784  0.477
H  1.278  -2.519  0.006
H  -0.189  3.338  0.534
H  0.508  1.891  -1.932
H  -0.986  2.288  -1.036

***

Which formula does entry 1 have? C8H7N2O3S

***

Which of these has the lowest strongest force on any atom? C8H7N4O2S

***

Please write out number 5 again, unchanged.
Molecular formula: C8H7N4O2S
Method: DFT, ωB97M-V with the def2-TZVPD basis set

Its spin multiplicity is 1. Its strongest force on any atom is 1.743 eV/Å. The HOMO-LUMO gap (alpha / beta) comes out at 0.238 / 0.234 Eh. The total energy comes out at -29296.9064 eV. As for the charge: -1. The calculation puts the LUMO energy (alpha / beta) at 2.6 / 2.5 eV. The HOMO energy (alpha / beta) comes out at -3.9 / -3.8 eV.

Atoms and positions in Å:
C  -2.785  1.131  -1.778
C  -1.436  1.464  -1.725
C  -3.296  0.258  -0.825
C  -0.616  0.956  -0.747
C  -2.491  -0.280  0.147
C  4.159  0.418  -0.011
C  -1.117  0.064  0.231
C  2.245  -0.154  0.606
N  2.897  0.687  -0.232
N  3.023  -0.913  1.323
N  4.272  -0.549  0.927
N  -0.356  -0.366  1.219
O  -1.137  -2.828  0.833
O  -1.621  -1.685  2.956
S  -0.590  -1.996  1.930
H  -3.423  1.537  -2.552
H  -1.022  2.130  -2.472
H  -4.345  -0.007  -0.851
H  0.436  1.188  -0.707
H  -2.889  -0.950  0.893
H  4.998  0.881  -0.487
H  5.093  -0.983  1.321

***

What is the formula in the seventh record? C8H7NO2S